{"formula": "C48H103N3O27S8", "method": "wB97M-V/def2-TZVPD", "gap_ev": 8.14, "spin_multiplicity": 1, "e_tot_ha": -7271.73582, "mol_weight_g_mol": 1410.88, "elements": ["C", "C", "C", "O", "C", "H", "H", "H", "H", "H", "H", "H", "H", "C", "C", "C", "O", "C", "H", "H", "H", "H", "H", "H", "H", "H", "C", "C", "C", "O", "C", "H", "H", "H", "H", "H", "H", "H", "H", "N", "C", "C", "C", "C", "H", "H", "H", "H", "H", "N", "C", "C", "C", "C", "H", "H", "H", "H", "H", "N", "C", "C", "C", "C", "H", "H", "H", "H", "H", "O", "S", "O", "O", "C", "C", "C", "H", "H", "H", "H", "H", "H", "H", "H", "O", "S", "O", "O", "C", "C", "C", "H", "H", "H", "H", "H", "H", "H", "H", "O", "S", "O", "O", "C", "C", "C", "H", "H", "H", "H", "H", "H", "H", "H", "O", "S", "O", "O", "C", "C", "C", "H", "H", "H", "H", "H", "H", "H", "H", "O", "S", "O", "O", "C", "C", "C", "H", "H", "H", "H", "H", "H", "H", "H", "O", "S", "O", "O", "C", "C", "C", "H", "H", "H", "H", "H", "H", "H", "H", "O", "S", "O", "O", "C", "C", "C", "H", "H", "H", "H", "H", "H", "H", "H", "O", "S", "O", "O", "C", "C", "C", "H", "H", "H", "H", "H", "H", "H", "H"], "xyz": [[3.15410, 1.89399, 6.05436], [2.72553, 1.02177, 4.80961], [4.06919, 0.57819, 4.22206], [4.94650, 1.68644, 4.40665], [4.67353, 2.21584, 5.73168], [3.11485, 1.30831, 6.99649], [2.57337, 2.77127, 6.22560], [2.19579, 1.60487, 4.07768], [1.99625, 0.18515, 5.07754], [4.13317, 0.27692, 3.17403], [4.39225, -0.33721, 4.72489], [4.88993, 3.27342, 5.78081], [5.41515, 1.70911, 6.33671], [-6.36923, -1.95470, -1.61567], [-5.94842, -0.51009, -1.25480], [-7.06494, -0.09943, -0.29519], [-7.42322, -1.25551, 0.41101], [-7.13262, -2.42617, -0.33305], [-5.54941, -2.67797, -1.79062], [-7.00000, -2.03164, -2.51494], [-5.92078, 0.15287, -2.12265], [-4.97090, -0.50071, -0.79420], [-7.93982, 0.32386, -0.76941], [-6.70264, 0.74138, 0.28448], [-8.05725, -2.89953, -0.64083], [-6.51940, -3.10005, 0.26970], [2.98923, -3.57906, -1.84428], [3.09196, -4.75167, -0.90791], [1.64695, -4.77266, -0.28944], [1.18347, -3.46016, -0.30762], [1.70414, -2.85213, -1.55353], [2.96041, -3.90571, -2.84262], [3.85286, -2.94011, -1.76993], [3.78440, -4.64732, -0.07969], [3.30248, -5.70227, -1.37358], [1.68764, -5.09376, 0.76671], [1.01506, -5.43831, -0.77887], [1.86261, -1.79960, -1.29282], [0.94617, -2.97844, -2.32715], [4.17608, 0.34865, -2.97400], [3.59270, 0.33599, -4.19844], [2.23559, 0.60449, -4.06470], [2.00665, 0.85066, -2.66343], [3.21969, 0.69017, -2.02442], [5.15701, 0.26669, -2.74976], [4.06722, 0.03886, -5.09039], [1.56743, 0.76670, -4.88952], [1.10801, 1.13077, -2.14174], [3.43864, 0.79803, -0.97947], [1.27811, -3.09610, 3.76913], [1.25405, -3.02283, 5.11228], [2.51169, -3.14536, 5.65682], [3.35903, -3.30831, 4.56313], [2.59482, -3.32382, 3.39001], [0.46340, -2.90601, 3.18644], [0.26643, -2.99478, 5.56069], [2.74830, -3.23507, 6.70162], [4.42042, -3.57008, 4.66122], [2.90030, -3.29836, 2.33908], [-6.14609, -0.62339, 2.67274], [-4.96291, -0.07552, 2.19777], [-4.16691, 0.14548, 3.29863], [-4.89889, -0.23106, 4.44920], [-6.11061, -0.65997, 4.02547], [-6.94096, -0.90621, 2.10181], [-4.73437, 0.06710, 1.11048], [-3.09690, 0.41398, 3.25128], [-4.56498, -0.10422, 5.44840], [-6.98586, -0.98373, 4.53904], [-0.83999, -3.97940, 2.08754], [-2.09944, -3.98241, 1.41404], [-2.46526, -5.28378, 0.91811], [-3.14699, -3.38560, 2.47112], [-4.57825, -3.57278, 2.20978], [-5.28675, -4.25187, 3.42823], [-2.18284, -2.80595, 0.14989], [-4.60413, -4.18723, 1.29035], [-4.90698, -2.56777, 2.07731], [-6.35231, -4.19342, 3.25591], [-4.99744, -3.85184, 4.37332], [-5.12267, -5.34900, 3.41364], [-2.59094, -3.20648, -0.78666], [-1.18199, -2.40384, -0.03123], [-2.76460, -1.98264, 0.42893], [6.99705, -1.20412, -3.40858], [7.33896, -1.94648, -2.24589], [8.62024, -1.69685, -1.67239], [6.18435, -1.75930, -1.22560], [6.35778, -2.27172, 0.13706], [5.08126, -2.07882, 0.99115], [7.17832, -3.61776, -2.65555], [7.21963, -1.63520, 0.50412], [6.66985, -3.33135, 0.13045], [4.15442, -2.53010, 0.53027], [4.77609, -1.02997, 1.09032], [5.28076, -2.65329, 1.86496], [7.68090, -4.22570, -1.89013], [7.57093, -3.70363, -3.70710], [6.10797, -3.92727, -2.70214], [0.05349, 1.61287, 2.23988], [0.07060, 0.27307, 1.75233], [-0.65566, -0.63490, 2.55607], [-0.28242, 0.18412, 0.24754], [-1.71327, 0.65016, 0.00518], [-1.95412, 0.45567, -1.50548], [1.71305, -0.39809, 1.57753], [-1.84851, 1.66576, 0.32755], [-2.34205, -0.04160, 0.59737], [-1.26657, 1.14699, -2.12740], [-2.92272, 0.70960, -1.79677], [-1.90074, -0.57736, -1.68899], [2.44503, 0.16635, 1.00038], [1.52403, -1.41887, 1.27801], [2.00447, -0.52521, 2.62318], [-4.05056, -4.49597, -2.22048], [-3.10400, -4.98135, -3.16223], [-3.50137, -5.44526, -4.46079], [-2.00571, -3.82934, -3.29951], [-2.10315, -2.80640, -4.36121], [-3.34794, -1.91595, -4.17271], [-2.05172, -6.18678, -2.35752], [-2.01214, -3.39891, -5.33993], [-1.16389, -2.23557, -4.30505], [-4.20457, -2.45922, -4.27195], [-3.39568, -1.19478, -5.02002], [-3.33965, -1.42379, -3.23552], [-2.48275, -7.17458, -2.11141], [-1.66097, -5.71463, -1.44205], [-1.16790, -6.30536, -3.06296], [-4.69722, 6.48721, 2.17080], [-5.63678, 6.27918, 1.07801], [-5.49317, 7.09903, -0.10511], [-5.62042, 4.80669, 0.63117], [-4.55948, 3.96846, 0.14196], [-4.86947, 3.42535, -1.21367], [-7.27458, 6.38083, 1.73091], [-4.48555, 3.17142, 0.93804], [-3.62785, 4.54905, 0.04093], [-4.86985, 4.21453, -1.99681], [-5.80109, 2.85489, -1.26369], [-4.06287, 2.69583, -1.35058], [-7.30824, 5.45055, 2.35043], [-8.03960, 6.37573, 0.95732], [-7.30277, 7.15897, 2.48285], [-0.95875, 6.22246, -0.56458], [-0.72721, 4.94355, -0.14521], [-1.36255, 3.82118, -0.75843], [0.80482, 4.81100, -0.37150], [1.54212, 3.52473, -0.28156], [2.25253, 3.48895, 1.11769], [-0.94447, 4.79106, 1.63366], [2.18357, 3.57968, -1.10615], [0.85464, 2.69428, -0.30793], [2.93346, 4.34616, 1.22442], [2.91844, 2.60526, 1.04376], [1.49587, 3.28434, 1.89086], [-0.87272, 3.76051, 1.98952], [-1.95720, 5.09431, 1.90205], [-0.15891, 5.46529, 2.07662], [-1.57481, 1.69242, -6.59249], [-1.89008, 2.58269, -5.49528], [-2.73387, 2.08179, -4.44838], [-0.52538, 2.96014, -4.86236], [-0.54957, 3.73449, -3.54522], [0.74783, 4.42163, -3.38676], [-2.37212, 4.09428, -6.22172], [-0.73153, 2.93935, -2.79629], [-1.39483, 4.47616, -3.47632], [1.62050, 3.77389, -3.23309], [0.57633, 5.04728, -2.49041], [1.00949, 5.18773, -4.16042], [-2.34154, 4.86589, -5.54777], [-3.42859, 3.99506, -6.54925], [-1.78102, 4.28115, -7.12293], [5.86281, 3.45178, 1.49131], [5.98652, 2.06842, 1.11270], [4.75230, 1.29071, 1.07113], [6.65491, 1.95291, -0.26296], [6.58247, 3.15773, -1.09436], [7.38190, 2.74841, -2.37863], [7.21200, 1.26269, 2.16888], [6.97961, 4.00599, -0.56419], [5.55211, 3.36933, -1.34754], [6.81609, 2.01413, -3.00529], [8.22550, 2.11673, -2.09215], [7.66281, 3.59445, -2.96773], [7.42346, 0.21359, 1.92445], [6.89621, 1.36234, 3.18849], [8.12991, 1.81934, 1.93401]], "atomic_forces_ev_per_a": [[1.62, -1.69, -0.26], [-0.64, -0.56, 0.76], [-0.09, -0.47, 0.19], [-0.49, 0.29, 0.29], [-0.61, -0.73, -0.63], [-0.06, 0.17, -0.61], [-0.42, 0.66, -0.23], [-0.19, 0.60, -0.28], [1.25, 0.83, -0.19], [-0.50, 0.55, -0.07], [0.39, 0.10, 0.61], [0.04, 0.30, -0.40], [-0.27, -0.16, 0.86], [0.37, -0.86, 0.34], [-1.03, -0.62, -0.98], [0.70, 0.72, -0.94], [-0.29, 0.12, 0.85], [0.47, 0.30, -1.32], [-0.14, 0.67, 0.02], [0.03, 0.36, 0.41], [0.09, -0.09, 0.01], [0.22, 0.02, 0.29], [-0.35, -0.15, -0.73], [0.01, -0.26, 1.08], [-0.23, -0.29, 0.25], [-0.18, 0.06, 0.02], [0.76, 0.33, -0.04], [-1.71, -0.52, 1.14], [2.18, 0.10, 1.96], [0.27, 1.07, -1.09], [-0.74, 0.17, 1.96], [0.08, -0.55, -1.45], [0.28, 0.49, 0.09], [0.30, 0.33, -0.04], [0.13, -0.22, -0.34], [-0.12, 0.09, -0.36], [-1.31, -1.18, -1.29], [-0.23, -0.12, -0.43], [0.05, 0.14, -0.12], [-0.54, 0.52, 1.16], [-1.64, -0.06, 0.30], [0.89, 0.47, 0.87], [0.87, -0.17, -0.44], [-0.21, -0.15, -0.80], [-0.10, -0.30, -0.32], [0.84, -0.10, -0.63], [-0.26, -0.22, -0.04], [-0.21, -0.04, -0.16], [0.37, -0.02, 0.13], [1.43, -0.01, -0.31], [-1.50, 0.09, 0.96], [-1.00, -0.12, -0.13], [1.03, -0.86, -1.26], [0.05, 0.88, 0.20], [0.38, -0.44, 0.00], [0.32, 0.24, 0.27], [0.04, 0.14, 0.05], [-0.49, 0.36, -0.35], [-0.24, -0.24, 0.58], [0.07, 0.74, -0.63], [0.07, -0.33, -0.50], [1.13, 0.01, -0.63], [0.58, 0.52, -0.09], [-0.50, -0.37, -0.27], [0.41, 0.12, 0.02], [-0.42, -0.26, 1.42], [-0.85, 0.05, 0.13], [0.12, -0.11, 0.62], [-0.25, -0.19, 0.45], [0.14, 0.84, 0.09], [0.00, -1.26, 1.39], [-0.81, 0.56, -0.19], [0.61, -0.93, -0.20], [0.66, -1.16, 0.72], [0.53, -1.13, -2.13], [1.03, 0.05, -1.80], [-0.66, 0.29, 0.44], [-0.63, 0.51, -0.30], [-0.41, 0.49, 0.16], [0.15, 0.49, 0.51], [0.39, 0.60, 0.10], [0.13, -0.22, 0.40], [0.08, -0.38, 0.04], [-1.09, 1.02, 0.76], [-0.73, 0.69, -0.35], [0.67, 0.15, -0.79], [0.07, -0.15, 0.69], [-0.97, 0.08, 0.76], [0.61, 1.21, 0.58], [-0.64, -0.16, -2.40], [-0.48, -1.45, -0.93], [-0.95, -1.00, 0.10], [-0.18, 0.42, -0.23], [1.16, 0.07, 0.12], [0.66, -0.19, 0.55], [-0.08, 0.13, 1.19], [0.08, 0.06, -0.60], [0.02, -0.19, 1.29], [0.69, 0.51, 0.10], [-0.02, 1.03, -0.40], [2.73, -0.24, 0.59], [-1.18, -1.37, 0.29], [-2.23, 0.99, -0.88], [0.15, -1.40, -1.09], [2.22, 2.02, 0.90], [-0.62, -0.03, 1.27], [0.28, 0.44, 0.19], [0.25, 0.53, -0.21], [-0.91, -1.61, 0.97], [-1.79, 0.79, -0.17], [0.79, -1.35, -0.73], [-0.34, 0.00, 0.00], [0.16, -0.27, -0.75], [0.36, 0.33, -0.04], [-1.05, 0.08, 0.43], [1.23, -0.51, -0.24], [-0.04, 0.27, 0.35], [0.27, 0.19, -0.13], [0.04, -0.93, -0.98], [2.65, 0.63, -2.04], [1.72, 0.19, -0.64], [-0.71, 1.07, 1.20], [-0.38, -0.21, 0.38], [-2.39, -1.75, -0.04], [0.32, -0.14, 0.74], [0.12, 0.60, 0.86], [-0.26, 0.82, -0.39], [-0.37, -0.18, -0.23], [-1.16, -0.06, 0.80], [-0.90, -0.38, -0.91], [1.83, 2.04, -0.20], [-0.23, -0.31, 0.80], [-1.45, -1.00, 0.08], [0.65, 0.13, 0.97], [-0.02, -0.34, -0.38], [0.41, -1.85, 0.99], [0.26, 0.72, -0.96], [-0.35, -0.24, 0.46], [0.14, -0.62, 0.52], [-0.05, 0.22, 0.13], [-0.01, 0.22, -0.62], [-0.38, 0.53, -0.60], [0.15, 0.22, 0.14], [-0.05, 0.58, -0.43], [-1.67, 4.71, -1.43], [1.39, -4.18, 2.64], [-0.80, -0.64, -0.31], [0.93, -0.82, 0.39], [-0.66, 1.20, 3.19], [0.20, -0.87, -1.90], [0.61, 0.65, 0.04], [1.00, -0.26, -1.05], [-0.34, -0.20, -0.48], [-0.58, -0.13, 0.34], [-0.33, 0.36, 0.38], [0.64, 0.56, -0.16], [0.51, 0.05, -0.37], [0.06, 0.49, -0.21], [-0.98, -0.73, -0.23], [-0.37, 0.66, 0.77], [1.00, -2.09, -1.10], [-0.57, 0.68, -0.11], [0.44, 1.25, 1.01], [-0.90, -1.18, -0.72], [0.78, 1.67, 0.30], [-1.73, -1.29, -2.02], [0.18, 0.80, -0.40], [0.63, -0.93, -0.48], [-0.41, 0.00, -0.11], [0.54, -0.38, -0.39], [-0.49, -0.90, 0.21], [0.29, 1.92, 1.68], [0.57, -0.11, 0.21], [0.15, -0.16, 0.44], [0.36, -0.54, -0.17], [-1.92, -0.73, 2.40], [1.17, 0.34, -0.01], [0.59, 0.44, -1.10], [0.80, -0.98, -2.02], [-1.11, -1.40, 0.90], [0.50, 0.29, -1.36], [0.38, 0.10, 0.21], [-0.32, -0.08, 0.09], [-0.03, 0.92, 0.40], [0.36, 0.61, 0.15], [0.26, 0.47, -0.32], [-0.55, 0.29, -0.19], [-0.28, 0.23, 0.46], [-0.22, -0.04, 0.42]], "mulliken_charge": [-0.77, 0.50, 0.65, -0.31, -0.55, 0.27, 0.36, -0.31, 0.14, -0.43, 0.01, 0.33, 0.31, -0.22, 1.20, -0.87, -0.53, -0.28, -0.24, 0.37, 0.60, -1.13, 0.46, 0.42, 0.30, 0.01, 0.13, -0.57, -1.15, 0.26, 0.47, 0.80, -0.64, 0.14, 0.55, 0.41, 0.54, -0.44, -0.23, 0.82, -1.04, -1.75, 1.16, -1.62, -0.13, 0.52, 0.62, 0.52, 0.85, 0.78, -0.55, -0.93, -0.55, -0.18, 0.06, 0.46, 0.46, 0.46, 0.14, 0.30, 0.34, -0.03, -1.13, -0.99, 0.41, -0.48, 0.57, 0.51, 0.51, -0.60, 0.67, -0.64, -0.16, 0.80, -1.78, 1.22, 0.55, -0.55, 0.41, 0.37, 0.36, -0.09, -0.51, -0.27, -0.70, 1.43, -0.71, 0.07, -1.03, 0.69, -0.94, 0.23, 0.59, -0.87, -0.57, 0.64, 0.38, 0.42, 0.14, -0.81, 1.48, -0.47, 0.50, -0.08, -0.34, 0.48, 0.52, -0.68, -1.69, 0.55, 0.34, -0.09, -0.52, -0.27, -0.56, 1.08, -0.67, -0.16, -0.43, -1.03, -0.58, 0.34, 0.24, 0.61, 0.43, 0.09, 0.41, -0.02, 0.29, -0.65, 1.23, -0.66, -0.24, 0.55, -1.04, -0.92, 0.00, -0.08, 0.31, 0.41, 0.06, 0.29, 0.31, 0.38, -0.66, 1.12, -0.37, -0.58, 0.81, 0.21, -0.52, 0.55, -0.46, 0.57, -0.83, -0.05, -0.10, 0.37, 0.40, -0.69, 1.18, -0.43, -0.34, 1.51, -1.10, -1.04, -0.96, 0.63, 0.04, 0.21, 0.43, 0.37, 0.35, 0.34, -0.77, 1.18, -0.58, -0.04, -0.13, -1.07, -0.88, 0.48, 0.08, 0.13, 0.30, 0.43, 0.14, 0.25, 0.43]}